Record 1
Computed, not measured: the ion C5H6N with charge +1, with wB97M-V/def2-TZVPD.

Geometry (Å):
1 C 2.5546 -0.4594 -0.0354
2 C 2.2660 0.7795 0.0522
3 C -2.4937 -0.0202 0.0251
4 C -1.2316 0.4042 0.0128
5 C -0.1108 -0.4949 0.0179
6 N 1.1490 -0.2119 -0.0026
7 H 3.0815 -1.4339 -0.0316
8 H 2.3597 1.8718 0.0317
9 H -3.1586 0.7761 -0.1225
10 H -2.9542 -1.0536 0.1887
11 H -1.1809 1.4866 0.0122
12 H -0.2812 -1.6442 -0.1485

Forces on the atoms, in the same order (eV/Å):
C -0.144 -2.898 0.190
C -1.495 1.155 -0.268
C -0.285 -1.973 0.324
C -0.260 -0.073 0.254
C 1.340 -2.733 -0.788
N -0.055 1.700 0.246
H 0.065 1.208 -0.128
H 0.139 -0.759 0.163
H -1.401 0.679 0.108
H 1.175 1.461 -0.500
H 0.927 -0.061 -0.234
H -0.007 2.293 0.633

As for the SMILES: C=CC=[N+]1C=C1. Its total charge is +1. The strongest force on any atom is 0.06114 hartree/bohr. For the highest occupied orbital energy, the calculation gives -14.1 eV. The calculation puts the calculated total energy at -248.445672 a.u. As for the HOMO-LUMO gap: 9.586 eV.


Record 2
Computed, not measured: a cluster of 15 separate species, C56H132BO22 in total, with wB97M-V/def2-TZVPD.

Geometry (Å):
1 O 0.5292 -1.4057 -2.8667
2 C 0.3417 -1.1753 -1.6846
3 O 0.4241 -0.0246 -1.0777
4 B -0.1513 -0.1172 0.2780
5 O -0.4120 -1.5852 0.4508
6 C -0.1638 -2.2155 -0.6631
7 O -0.2680 -3.3916 -0.9050
8 O -1.3635 0.7254 0.3689
9 C -1.0878 1.8262 1.0670
10 O -1.8120 2.8132 1.2428
11 C 0.2757 1.5506 1.7741
12 O 0.7510 0.3994 1.3197
13 O 0.8409 2.2914 2.5602
14 C 3.9016 2.3001 1.6280
15 C 3.9463 1.7432 3.0410
16 O 4.9708 0.8025 3.0330
17 C 5.0489 0.0417 4.1855
18 C 6.2371 -0.8848 3.9263
19 H 3.3690 1.5877 0.9980
20 H 3.4490 3.2916 1.6150
21 H 4.9026 2.3306 1.1977
22 H 4.0944 2.6050 3.6918
23 H 3.0439 1.1791 3.2768
24 H 5.1630 0.6497 5.0830
25 H 4.0937 -0.4504 4.3687
26 H 6.6310 -1.2875 4.8595
27 H 6.9858 -0.4080 3.2937
28 H 5.9704 -1.7449 3.3121
29 C 2.2338 3.9882 -1.2442
30 C 1.5376 2.8127 -1.9409
31 O 1.8092 2.9569 -3.3599
32 C 1.3884 1.8317 -4.0785
33 C 1.8933 2.0313 -5.4741
34 H 2.0071 3.9268 -0.1798
35 H 3.3078 3.8370 -1.3527
36 H 2.0320 4.9896 -1.6244
37 H 1.9519 1.8932 -1.5273
38 H 0.4670 2.8583 -1.7410
39 H 1.7612 0.8757 -3.7107
40 H 0.3002 1.7687 -4.0751
41 H 1.9147 1.1036 -6.0459
42 H 2.9332 2.3541 -5.4243
43 H 1.3253 2.8307 -5.9500
44 C -3.0866 -7.2097 0.8512
45 C -2.5832 -5.7760 0.9152
46 O -3.7215 -4.9273 0.8863
47 C -3.3673 -3.5028 1.0136
48 C -4.5270 -2.8294 1.7815
49 H -3.8354 -7.3626 1.6283
50 H -3.5160 -7.4199 -0.1284
51 H -2.2348 -7.8784 0.9757
52 H -1.9297 -5.6776 1.7820
53 H -1.9556 -5.6431 0.0340
54 H -2.4749 -3.3983 1.6307
55 H -3.1410 -3.0105 0.0678
56 H -4.3691 -1.7509 1.7921
57 H -4.6082 -3.2541 2.7821
58 H -5.4320 -3.1028 1.2390
59 C -0.9944 1.8125 5.4686
60 C -1.5064 3.1243 4.9046
61 O -2.8551 3.2989 5.3344
62 C -3.5480 4.4195 4.9245
63 C -5.0178 4.1273 5.2020
64 H -0.0843 1.5378 4.9353
65 H -0.9126 1.8442 6.5550
66 H -1.7243 1.0294 5.2634
67 H -0.8550 3.9740 5.1092
68 H -1.6427 3.0893 3.8237
69 H -3.1763 5.2473 5.5285
70 H -3.3725 4.6504 3.8738
71 H -5.6950 4.8416 4.7338
72 H -5.1305 4.1550 6.2858
73 H -5.2974 3.1786 4.7438
74 C 3.6123 -1.5007 1.1787
75 C 3.4548 -2.7770 2.0318
76 O 4.5401 -3.6323 1.7179
77 C 4.3211 -4.9340 2.2234
78 C 5.6472 -5.5486 2.2271
79 H 3.1613 -1.7614 0.2212
80 H 3.0575 -0.6811 1.6352
81 H 4.6604 -1.2599 1.0006
82 H 3.5152 -2.5831 3.1027
83 H 2.4982 -3.2406 1.7910
84 H 3.8850 -4.9748 3.2216
85 H 3.6313 -5.4991 1.5965
86 H 6.0685 -5.4353 1.2282
87 H 5.5526 -6.5912 2.5304
88 H 6.2618 -4.9968 2.9383
89 C -2.5448 3.4069 -2.4946
90 C -2.5161 2.1728 -3.4010
91 O -2.2791 2.7035 -4.6762
92 C -2.4203 1.7958 -5.7921
93 C -1.9609 2.5669 -7.0147
94 H -1.5684 3.8873 -2.5573
95 H -3.2855 4.1469 -2.7980
96 H -2.7986 3.1101 -1.4770
97 H -1.8497 1.4262 -2.9690
98 H -3.5128 1.7368 -3.4695
99 H -1.7819 0.9295 -5.6191
100 H -3.4716 1.5150 -5.8554
101 H -2.6875 3.3772 -7.0746
102 H -1.9734 1.9990 -7.9450
103 H -0.9907 3.0306 -6.8364
104 C 0.9986 -1.4244 -7.7026
105 C 0.8535 -2.2231 -6.3973
106 O 0.3468 -3.5360 -6.6052
107 C 0.3876 -4.3770 -5.4632
108 C 0.2033 -5.8237 -5.8738
109 H 1.5543 -1.9369 -8.4879
110 H 0.0332 -1.1790 -8.1452
111 H 1.5597 -0.5235 -7.4542
112 H 1.8457 -2.2450 -5.9467
113 H 0.2509 -1.7293 -5.6350
114 H 1.3505 -4.2866 -4.9605
115 H -0.3897 -4.1216 -4.7430
116 H 0.8585 -6.0590 -6.7125
117 H -0.8317 -5.9307 -6.1986
118 H 0.2759 -6.5156 -5.0346
119 C -3.5979 -1.6220 -2.2424
120 C -3.0144 -1.9654 -3.5551
121 O -3.9593 -2.6091 -4.4044
122 C -3.6786 -2.5195 -5.7971
123 C -4.9188 -3.1725 -6.5009
124 H -4.2411 -0.7433 -2.1944
125 H -4.1814 -2.4473 -1.8345
126 H -2.7577 -1.4146 -1.5797
127 H -2.6956 -1.0766 -4.0995
128 H -2.1612 -2.6328 -3.4338
129 H -3.4832 -1.4923 -6.1050
130 H -2.7907 -3.1004 -6.0466
131 H -4.8119 -3.0374 -7.5772
132 H -5.8808 -2.7801 -6.1712
133 H -5.0153 -4.2402 -6.3034
134 C 4.8217 -4.5902 -1.3378
135 C 3.3291 -4.6396 -1.2503
136 O 2.8761 -5.8436 -1.8774
137 C 1.4491 -5.9258 -2.0348
138 C 0.8185 -6.6515 -0.9445
139 H 5.2994 -5.5666 -1.2575
140 H 5.0740 -4.3677 -2.3746
141 H 5.2996 -3.9209 -0.6224
142 H 3.0478 -4.7459 -0.2027
143 H 2.8184 -3.7522 -1.6242
144 H 0.9372 -4.9729 -2.1691
145 H 1.3065 -6.4602 -2.9740
146 H 1.2357 -7.6425 -0.7655
147 H -0.2537 -6.7676 -1.1025
148 H 0.9752 -6.1626 0.0170
149 C -5.1270 2.3604 1.3598
150 C -4.5191 1.4709 2.4413
151 O -5.6328 1.1401 3.2960
152 C -5.3454 0.2870 4.4107
153 C -6.5490 0.2418 5.4532
154 H -5.8412 1.7529 0.8040
155 H -5.5711 3.2308 1.8428
156 H -4.4230 2.7470 0.6229
157 H -4.0916 0.5862 1.9695
158 H -3.7586 2.0510 2.9641
159 H -5.1436 -0.7147 4.0312
160 H -4.4211 0.5944 4.9000
161 H -6.3664 -0.5956 6.1267
162 H -7.4855 0.1617 4.9012
163 H -6.5817 1.1735 6.0180
164 C -1.2966 5.9010 2.5037
165 C -0.0866 6.2887 1.6486
166 O -0.4515 7.0574 0.4888
167 C -1.0752 6.3227 -0.5764
168 C -1.7530 7.3339 -1.5226
169 H -2.0455 6.6738 2.6772
170 H -1.9037 5.0878 2.1057
171 H -0.9941 5.6123 3.5103
172 H 0.5446 6.9085 2.2854
173 H 0.5063 5.4022 1.4234
174 H -0.3873 5.6691 -1.1127
175 H -1.7883 5.5713 -0.2371
176 H -1.0860 8.0486 -2.0047
177 H -2.4541 7.9384 -0.9472
178 H -2.3562 6.8366 -2.2822
179 C 4.3106 -0.0074 -2.0078
180 C 4.7321 -1.0732 -2.9671
181 C 3.7100 -1.4562 -3.9793
182 O 5.8676 -0.6732 -3.6663
183 H 4.3230 0.9265 -2.5697
184 H 5.0242 0.1465 -1.1984
185 H 3.3628 -0.1415 -1.4863
186 H 5.0250 -2.0319 -2.5391
187 H 4.0847 -2.0763 -4.7938
188 H 3.2004 -0.6220 -4.4614
189 H 2.9243 -1.9799 -3.4348
190 H 6.0737 -1.3198 -4.3454
191 C 1.6349 4.9735 4.8447
192 C 0.9419 6.0834 5.6136
193 C 1.3688 6.0012 7.0932
194 O 1.3044 7.3704 5.1922
195 H 1.4544 3.9521 5.1796
196 H 2.7097 5.1528 4.8178
197 H 1.3091 4.9298 3.8055
198 H -0.1396 5.9798 5.5254
199 H 0.6298 6.5374 7.6886
200 H 2.3372 6.4512 7.3120
201 H 1.4055 4.9491 7.3759
202 H 0.4784 7.7934 4.9465
203 C -0.0957 -1.9550 3.5582
204 C 0.9787 -1.4397 4.5517
205 O 1.7035 -2.4180 5.2401
206 H -0.6532 -1.1529 3.0745
207 H -0.8175 -2.6058 4.0516
208 H 0.4322 -2.5472 2.8107
209 H 0.4722 -0.8183 5.2902
210 H 1.7228 -0.8253 4.0447
211 H 2.3183 -1.9493 5.8092

Forces on the atoms, in the same order (eV/Å):
O -0.003 0.473 1.718
C -0.309 -1.230 -2.198
O 0.051 0.964 0.534
B 0.264 -1.161 -0.376
O -0.466 1.185 1.013
C 0.544 -1.069 -1.346
O -0.189 0.705 0.580
O -0.105 1.209 0.271
C -1.476 0.519 0.599
O 1.620 -2.214 -0.351
C 1.240 0.817 0.174
O -0.398 0.690 0.203
O -1.182 -0.850 -0.604
C -0.298 -0.412 -0.170
C -0.178 0.113 -1.296
O 0.560 0.661 -0.104
C 0.788 -0.483 -0.068
C -0.482 -0.760 0.213
H -0.307 0.258 -0.200
H -0.075 -0.136 -0.231
H 0.134 0.283 0.280
H 0.208 -0.258 0.772
H -0.512 0.503 0.235
H 0.496 0.404 0.144
H -0.239 -0.680 -0.179
H 0.316 0.148 -0.074
H 0.132 0.445 0.598
H -0.462 -0.123 0.076
C 0.339 -0.675 0.003
C 0.744 1.733 -0.734
O -0.132 -0.385 1.980
C -0.165 -0.310 -0.686
C 0.413 0.157 -0.352
H -0.027 0.210 0.127
H 0.112 0.046 0.078
H -0.440 -0.186 -0.121
H -0.085 -0.205 -0.279
H -0.322 -0.244 -0.175
H 0.182 0.071 0.574
H -0.318 -0.063 0.079
H -0.441 0.107 -0.138
H 0.077 0.088 0.063
H 0.026 -0.193 -0.329
C 0.120 0.283 -0.042
C -0.344 -0.948 -0.896
O 1.007 1.661 0.297
C -0.639 -0.874 1.250
C 0.517 -0.799 -1.089
H 0.054 -0.238 -0.016
H -0.176 0.039 0.072
H -0.082 -0.148 0.179
H -0.213 0.533 0.387
H 0.133 0.504 -0.095
H 0.290 -0.229 -0.037
H -0.254 -0.341 -0.194
H -0.210 0.022 0.124
H 0.110 0.177 0.041
H -0.229 0.377 0.091
C -0.585 0.078 -0.330
C -0.269 -1.535 0.639
O 1.476 -0.296 0.097
C -2.066 0.247 -0.342
C 0.173 0.338 -0.042
H 0.179 0.132 0.360
H 0.478 0.140 -0.089
H -0.054 -0.043 -0.176
H -0.272 0.534 0.064
H 0.316 0.060 -0.887
H 0.300 0.403 0.120
H 0.556 0.001 -0.207
H 0.288 0.337 0.159
H -0.480 -0.295 -0.112
H 0.099 -0.245 0.291
C -0.491 -1.093 0.247
C 0.874 0.972 -0.405
O -0.965 -0.027 0.244
C -0.500 0.169 -0.254
C 0.920 -0.645 0.198
H 0.002 0.346 -0.246
H 0.172 0.105 -0.158
H -0.094 0.128 0.285
H -0.320 0.177 0.221
H -0.162 -0.224 0.110
H -0.101 0.562 0.300
H -0.218 0.044 -0.321
H 0.210 -0.332 0.094
H 0.381 -0.094 -0.124
H 0.258 -0.201 -0.017
C -0.063 -0.455 0.083
C -1.577 1.316 0.188
O 1.016 -0.479 -1.044
C 0.786 0.499 0.752
C -0.697 0.468 0.442
H 0.070 0.011 0.280
H -0.066 -0.171 -0.282
H 0.299 0.053 0.197
H 0.579 -0.168 -0.577
H -0.286 -0.405 0.484
H -0.090 -0.328 0.063
H -0.093 -0.309 -0.128
H 0.107 0.230 -0.471
H 0.037 -0.089 0.162
H 0.063 -0.262 -0.069
C -0.471 -0.367 0.401
C 0.326 -0.173 -0.136
O 0.100 0.002 -0.355
C 0.414 -0.193 0.167
C -0.902 0.390 -0.399
H 0.133 -0.329 0.284
H -0.054 0.209 0.134
H -0.215 0.153 -0.141
H 0.295 -0.445 0.118
H -0.352 0.398 -0.143
H 0.229 0.285 0.126
H -0.121 0.342 0.149
H 0.080 -0.257 0.225
H -0.050 -0.111 -0.373
H 0.499 0.109 -0.021
C -0.316 0.171 1.079
C -0.040 -0.291 -1.722
O -0.258 0.255 0.097
C -1.446 -1.366 0.337
C 0.775 0.449 0.048
H -0.027 0.078 -0.455
H 0.156 -0.153 0.008
H -0.023 -0.017 0.317
H 0.423 0.323 0.177
H 0.288 0.015 0.085
H -0.268 0.261 -0.030
H 0.256 -0.099 -0.036
H -0.154 -0.020 -0.070
H 0.221 0.535 0.022
H 0.519 -0.047 0.085
C 0.691 -0.183 -1.123
C -0.492 -1.247 1.216
O -0.398 0.837 -0.581
C 0.939 0.226 -1.538
C -0.587 -1.132 1.994
H -0.414 -0.296 0.594
H 0.241 0.620 -0.053
H -0.219 0.159 -0.234
H -0.128 0.388 0.294
H 0.064 0.091 -0.391
H 0.474 0.402 0.063
H 0.017 -0.135 -0.100
H 0.091 -0.192 -0.436
H -0.059 0.082 -0.001
H -0.222 0.396 0.057
C 0.259 -0.194 -0.067
C -1.218 0.312 -0.467
O 0.454 0.163 0.565
C -0.919 -0.181 0.148
C 1.511 0.557 -1.517
H -0.344 0.328 0.153
H -0.424 -0.107 -0.124
H 0.362 -0.229 0.231
H 0.228 -0.171 0.288
H 0.299 -0.203 0.433
H -0.123 -0.231 -0.009
H 0.181 0.326 0.251
H -0.260 0.037 -0.050
H 0.045 -0.305 0.127
H 0.019 -0.031 0.084
C -0.786 -0.306 0.197
C -0.833 0.520 -0.030
O 0.137 -0.876 0.361
C -0.105 0.319 -0.476
C -0.223 -0.170 0.631
H 0.353 0.702 -0.299
H 0.346 -0.322 -0.267
H 0.354 -0.184 0.010
H 0.112 0.331 -0.343
H -0.066 -0.179 -0.373
H 0.728 0.348 -0.121
H -0.521 0.309 0.552
H 0.301 -0.322 0.053
H -0.040 0.003 0.164
H 0.227 -0.188 -0.076
C 0.515 0.730 0.479
C 0.107 -1.763 -0.719
C -1.897 0.046 -0.014
O 1.763 1.592 -0.313
H -0.381 0.176 -0.026
H 0.322 -0.208 -0.065
H -0.219 -0.253 -0.489
H -0.286 0.013 1.086
H 0.233 -0.266 0.233
H 0.188 0.359 0.037
H -0.234 -0.332 -0.324
H -0.084 -0.034 0.070
C 0.044 0.159 -1.232
C 1.174 -0.823 1.620
C -0.868 -0.360 -0.079
O -0.330 0.451 -0.927
H -0.008 0.106 0.610
H 0.036 -0.055 0.157
H 0.016 0.277 -0.230
H -0.311 -0.146 0.151
H 0.050 -0.094 0.256
H 0.028 -0.021 -0.485
H -0.074 0.021 0.380
H 0.258 0.447 -0.225
C 1.248 -0.623 0.741
C -0.845 1.017 -0.431
O -0.131 -1.179 0.111
H 0.291 0.100 0.064
H 0.043 -0.026 0.157
H -0.313 0.056 -0.240
H -0.152 0.361 0.146
H -0.263 0.405 -0.491
H 0.103 -0.135 0.049

The spin multiplicity is 2. The strongest force on any atom is 0.05379 hartree/bohr. For the highest occupied orbital energy (spin up / spin down), the calculation gives -8.9 / -8.9 eV. The calculation puts the calculated total energy at -3892.842916 a.u. As for the expectation value of S²: 0.754. As for the HOMO-LUMO gap (spin up / spin down): 8.053 / 2.167 eV.